[1]
{"formula": "C3H2MgO2", "method": "ωB97M-V with the def2-TZVPD basis set", "symbols": ["O", "O", "C", "C", "C", "H", "Mg", "H"], "xyz": [[0.2165, 1.1914, -0.3481], [0.4668, -0.8461, 0.2020], [-1.0581, 0.7534, -0.1740], [-0.9285, -0.5805, 0.2211], [1.0966, 0.2516, 0.0045], [-1.4523, -0.9978, 1.0834], [3.2672, 0.4690, 0.0199], [-1.6080, -0.2409, -1.0086]], "forces_ev_per_a": [[2.2921, 0.2899, -0.3996], [1.3066, -0.8041, 1.2958], [-2.1872, -1.0962, 0.1675], [0.1738, 1.9312, 0.0918], [-1.0723, 0.1180, -1.1763], [-0.5494, -0.8943, -0.9811], [-0.3840, 0.0255, 0.0151], [0.4205, 0.4301, 0.9868]], "nbo_charge": [-0.410, -0.382, 0.140, -0.095, 0.218, 0.332, 1.817, 0.379], "orbital_gap_ev": 5.9, "molar_mass_g_mol": 94.4, "e_tot_ev": -12658.111, "total_charge": 2, "e_above_lowest_kcal_mol": 57.2}



[2]
{"formula": "C11H14N", "method": "ωB97M-V with the def2-TZVPD basis set", "symbols": ["C", "C", "C", "C", "C", "C", "C", "C", "C", "C", "C", "N", "H", "H", "H", "H", "H", "H", "H", "H", "H", "H", "H", "H", "H", "H"], "xyz": [[0.7273, -2.6513, -0.0915], [-3.7155, 0.1591, -0.2322], [-3.0673, 1.0481, 0.6715], [-2.9563, -0.7524, -0.9596], [-1.6773, 0.9530, 0.8877], [-1.5265, -0.8151, -0.7364], [-1.0866, -0.0299, 0.2114], [3.0620, 0.7949, -1.0931], [1.5831, 0.2729, 1.7879], [1.5933, 0.4679, -0.8612], [1.3654, -0.3906, 0.4050], [1.1929, -1.6115, 0.2161], [1.1266, -3.6826, -0.1369], [-4.7437, 0.2453, -0.5146], [-3.6262, 1.8431, 1.0904], [-3.3567, -1.2889, -1.8071], [-1.2570, 1.5577, 1.7860], [-0.8699, -1.4750, -1.3083], [3.1777, 1.3961, -2.0259], [3.5584, 1.4247, -0.2496], [3.5075, -0.1808, -1.1982], [1.1539, -0.1513, 2.6497], [1.0869, 1.3759, 1.8050], [2.6734, 0.1791, 2.0529], [1.0986, -0.0430, -1.7785], [0.9760, 1.3547, -0.5706]], "forces_ev_per_a": [[0.7514, -1.6390, 0.2344], [1.6721, 0.3509, -0.1461], [0.1072, -1.3001, -1.5470], [1.4792, 0.4872, 0.2748], [-0.7492, 2.0940, 3.1384], [-1.6609, -1.4458, -1.3397], [1.9424, 0.0796, 0.5940], [0.2209, 1.4886, 0.4585], [0.3217, 1.9300, -1.0072], [-1.2687, 0.3726, 0.2900], [-1.1820, 5.3341, 0.6575], [-0.9058, -3.5634, -0.0746], [-0.4179, 0.7128, -0.2665], [-0.4882, 0.2225, 0.3116], [-0.3901, 0.4969, 0.7770], [-0.1600, -0.2321, 0.1668], [-0.4431, -1.0201, -1.9722], [-0.3195, -0.0656, -0.0562], [-0.0186, -0.6339, 0.6403], [-0.9701, -1.3467, -1.3089], [0.9536, -0.0400, -0.1475], [-1.1189, -1.3322, 0.6054], [1.9023, -2.4106, -0.4119], [-0.8101, 0.9562, -0.5914], [0.9219, 0.8220, 1.5669], [0.6303, -0.3181, -0.8463]], "nbo_charge": [0.223, -0.204, -0.135, -0.137, -0.354, -0.359, 0.291, -0.621, -0.667, -0.420, 0.259, -0.296, 0.262, 0.246, 0.240, 0.241, 0.272, 0.253, 0.245, 0.230, 0.211, 0.250, 0.250, 0.262, 0.228, 0.231], "orbital_gap_ev": [8.1, 6.9], "molar_mass_g_mol": 160.2, "e_tot_ev": -13111.484, "total_charge": 1, "e_above_lowest_kcal_mol": 143.7}



[3]
{"formula": "C4H5Cl", "method": "ωB97M-V with the def2-TZVPD basis set", "symbols": ["C", "C", "C", "C", "Cl", "H", "H", "H", "H", "H"], "xyz": [[-1.2934, -0.7297, -0.4776], [-0.2130, -0.9079, 0.2845], [0.8599, 0.0705, 0.0045], [0.6646, 1.2980, -0.0394], [2.3293, -0.7087, -0.2177], [-1.4457, -0.1104, -1.3644], [-2.1965, -1.1274, 0.1020], [-0.0304, -1.3454, 1.4775], [1.5815, 1.9773, 0.0066], [-0.2563, 1.5837, 0.2240]], "forces_ev_per_a": [[-2.3387, -1.8119, 3.1429], [0.6836, 1.5476, 2.2951], [0.1398, -6.4244, 0.0258], [4.2105, 5.4981, 0.0654], [2.1952, -0.5274, -0.2136], [0.5344, -0.3536, 0.3505], [0.6860, 0.2682, -1.7862], [-1.2106, 0.6687, -3.9582], [-1.6949, -0.6261, -0.5657], [-3.2051, 1.7608, 0.6439]], "nbo_charge": [-0.401, -0.219, -0.083, -0.409, 0.013, 0.227, 0.203, 0.241, 0.217, 0.210], "orbital_gap_ev": 10.7, "molar_mass_g_mol": 88.5, "e_tot_ev": -16748.360, "e_above_lowest_kcal_mol": 40.7}



[4]
{"formula": "C2H6N2O2", "method": "ωB97M-V with the def2-TZVPD basis set", "symbols": ["N", "C", "N", "C", "O", "O", "H", "H", "H", "H", "H", "H"], "xyz": [[2.1197, 0.1549, -0.9485], [-0.9228, -0.1843, 0.1055], [1.9669, 1.1803, -0.2303], [-1.9349, -1.0836, 0.0040], [-0.4095, 0.5079, -0.8422], [-0.2069, -0.0555, 1.3031], [-0.6372, -0.5812, 1.9864], [1.4103, 0.1817, -1.6878], [0.8968, 1.5678, -0.2644], [2.4476, 1.1591, 0.6659], [-2.3995, -1.5195, 0.8755], [-2.3305, -1.3274, -0.9672]], "forces_ev_per_a": [[0.8964, 1.8618, 1.1805], [-0.0849, -0.8651, -0.3147], [-2.4443, -1.9056, -0.8116], [0.0990, 0.4123, 0.2322], [0.6476, 0.6382, 0.0125], [-0.1168, 0.4615, 0.1694], [-0.0038, -0.0480, -0.1091], [-0.5427, 0.1010, 0.1280], [1.1163, -0.8486, -0.3963], [0.4300, 0.1652, -0.1185], [0.1847, -0.2072, 0.0650], [-0.1813, 0.2345, -0.0375]], "nbo_charge": [-0.101, 0.622, -0.352, -0.714, -0.823, -0.763, 0.483, 0.389, 0.466, 0.400, 0.184, 0.209], "orbital_gap_ev": [5.0, 5.0], "molar_mass_g_mol": 90.1, "e_tot_ev": -9242.436, "e_above_lowest_kcal_mol": 112.6}